Below is C8H9N3S in the gas phase at a distorted geometry, with properties calculated with ωB97M-V/def2-TZVPD.

Output
- gap between HOMO and LUMO (eV) = 9.32
- calculated total energy (eV) = -23745.0230
- energy above the lowest of the compared OMol25 structures with the same formula, charge and spin (eV) = 2.354
- E_HOMO (eV) = -9.098
- LUMO energy (eV) = 0.23
- structure (SMILES) = NN[C@]1(S)C=Nc2ccccc21

The geometry in XYZ format:
```
21
Properties=species:S:1:pos:R:3:forces:R:3
N -3.00924 0.40577 -0.25070 -0.80 -0.57 1.11
N -1.93548 -0.21815 -0.97499 -0.31 0.96 1.00
C -0.68276 0.48999 -0.83861 -0.26 -0.06 -1.52
S -0.80609 2.33638 -0.65660 2.19 -0.61 3.24
C 0.14312 0.22078 -2.13470 2.30 -0.91 5.03
N 1.31623 -0.24484 -1.89581 -0.96 0.34 0.03
C 1.39490 -0.39194 -0.49075 1.42 -1.26 0.40
C 2.46030 -1.00192 0.15305 0.07 0.34 2.96
C 2.34783 -1.10452 1.59491 0.64 0.08 -0.83
C 1.23356 -0.70109 2.27961 -1.16 0.30 1.46
C 0.16636 -0.10112 1.57751 -2.54 -1.12 0.66
C 0.23487 -0.02699 0.21643 1.32 0.69 -0.97
H -3.25057 -0.08833 0.63870 0.61 -0.05 -1.34
H -2.77870 1.35273 0.07698 0.20 -0.37 -0.65
H -2.12743 -0.20462 -1.96458 -0.85 0.03 -0.03
H -1.42984 2.61118 -1.69030 -1.80 0.54 -3.09
H -0.11576 0.35054 -3.08385 -1.68 0.88 -3.86
H 3.42987 -1.34310 -0.19731 -0.48 0.20 -0.86
H 3.15765 -1.45909 2.24801 -0.11 -0.16 -0.85
H 1.15992 -0.87898 3.40871 0.11 0.42 -1.85
H -0.90876 -0.00269 1.98432 2.09 0.31 -0.03
```
Forces are in eV/Å.

=====

Below is 2 unconnected molecules or ions with the total composition C31H47BrCl2N2O2P, with properties calculated with ωB97M-V/def2-TZVPD.

Output
- gap between HOMO and LUMO (eV) = 7.49
- calculated total energy (eV) = -144353.3992
- charge = +1
- E_HOMO (eV) = -11.369
- LUMO energy (eV) = -3.88

The geometry in XYZ format:
```
86
Properties=species:S:1:pos:R:3:forces:R:3
C 1.87272 2.58387 5.04835 0.37 0.13 0.05
C 2.25707 3.34853 3.77545 0.01 -0.32 0.00
C 1.13379 3.61265 2.74216 0.02 0.26 0.23
C -0.28079 3.15867 3.10292 -0.16 -0.03 -0.33
C -0.65772 1.69380 2.83461 -0.18 -0.16 0.05
C -0.56618 1.26264 1.39284 -0.17 -0.09 -0.10
C -1.66900 1.34898 0.53279 0.20 0.22 -0.17
P -3.31009 1.93441 1.12445 -0.43 -0.56 0.23
N -4.29860 0.81000 1.56474 0.35 0.15 -0.16
C -1.58952 0.86533 -0.77768 -0.05 0.02 0.24
C -2.76908 0.95700 -1.68011 -0.05 -0.22 0.00
Cl -2.93290 2.47555 -2.50212 -0.03 0.11 -0.04
C -3.66874 -0.01340 -1.84488 0.06 0.25 0.00
C -4.90891 0.03086 -2.66380 -0.06 -0.04 -0.08
Cl -3.40658 -1.50155 -1.00100 0.01 -0.11 0.06
C -0.42407 0.26749 -1.23744 0.33 -0.02 0.17
C -0.32981 -0.32375 -2.60576 -0.21 -0.02 -0.13
C -0.20021 0.70139 -3.74878 -0.06 -0.13 -0.26
C 0.48184 0.05711 -4.95656 -0.18 0.11 0.21
C 0.41048 0.94734 -6.18824 -0.19 -0.24 -0.21
C 1.09554 0.36974 -7.43294 0.15 0.09 -0.01
C 2.43031 -0.29614 -7.16402 0.07 -0.04 0.18
O 3.22736 0.57275 -6.38012 -0.03 0.14 -0.13
C 4.57814 0.17909 -6.31756 0.07 0.03 0.08
N 0.63425 0.22650 -0.37506 -0.17 0.18 0.01
Br 2.25372 -0.47426 -0.99458 0.01 0.03 -0.02
C 0.60767 0.69800 0.90954 0.03 -0.07 -0.20
C 1.82002 0.52878 1.77104 0.05 -0.20 0.18
C 2.04567 -0.91503 2.19194 -0.05 0.03 -0.16
C 0.98077 -1.78522 2.37413 -0.06 0.04 0.02
C 1.21308 -3.09502 2.76446 0.08 -0.08 0.04
C 2.50357 -3.56498 2.97506 -0.01 -0.08 0.07
C 2.75834 -4.99092 3.38365 -0.09 0.07 -0.37
C 3.56296 -2.67852 2.80257 0.08 0.08 -0.03
C 3.33935 -1.37017 2.41528 -0.06 0.09 -0.01
H 1.45344 3.24821 5.80278 -0.25 -0.07 -0.04
H 1.19169 1.75383 4.87348 -0.09 0.00 0.03
H 2.77332 2.15789 5.49245 0.00 0.01 0.03
H 3.06523 2.80040 3.28612 0.02 0.04 -0.04
H 2.69592 4.29722 4.08129 0.03 0.03 -0.06
H 1.07768 4.68925 2.57718 0.01 0.01 -0.04
H 1.41189 3.19602 1.77019 -0.01 0.01 -0.02
H -0.52208 3.37519 4.14326 0.10 0.05 0.05
H -0.96624 3.76579 2.50358 -0.05 0.04 0.05
H -1.69401 1.55251 3.14259 0.01 -0.10 0.12
H -0.09810 0.98238 3.43891 0.00 0.07 0.09
H -3.76179 2.74279 0.07627 0.08 0.15 -0.03
H -2.99722 2.89040 2.10054 0.07 0.15 -0.08
H -3.90103 -0.12057 1.52122 -0.11 -0.06 0.11
H -5.04153 -0.90685 -3.20073 0.04 -0.03 0.00
H -4.88312 0.84779 -3.37899 -0.01 0.05 0.03
H -5.77364 0.15541 -2.00916 0.01 0.02 0.03
H -1.23801 -0.91048 -2.75605 0.03 0.00 -0.01
H 0.49321 -1.02403 -2.67640 0.07 -0.07 0.14
H 0.34412 1.59278 -3.43153 0.07 0.01 0.03
H -1.19472 1.02346 -4.05956 0.01 0.13 0.13
H -0.04361 -0.88116 -5.16767 0.14 -0.10 -0.03
H 1.51366 -0.17850 -4.69189 0.06 -0.04 -0.08
H -0.64957 1.06214 -6.43339 0.00 0.23 0.01
H 0.80012 1.94313 -5.97853 0.12 -0.02 0.13
H 0.44185 -0.35755 -7.91902 0.02 -0.06 0.01
H 1.26039 1.17471 -8.15048 -0.09 0.03 -0.03
H 2.28816 -1.25323 -6.64265 0.04 -0.02 0.05
H 2.95032 -0.51802 -8.10141 -0.07 -0.01 -0.09
H 4.71815 -0.68370 -5.65686 -0.02 -0.09 -0.04
H 5.15140 1.01472 -5.92106 -0.03 0.02 0.03
H 4.96835 -0.06642 -7.30949 0.00 -0.03 -0.02
H 2.69809 0.91317 1.25141 0.04 0.02 0.01
H 1.70461 1.12852 2.66901 -0.02 0.09 -0.15
H -0.04466 -1.45829 2.23824 0.00 0.02 0.00
H 0.37555 -3.76581 2.91034 -0.04 0.00 -0.02
H 3.60788 -5.38970 2.83001 0.10 -0.03 0.12
H 1.89988 -5.61257 3.13410 -0.04 -0.04 0.15
H 2.96282 -5.06998 4.44962 0.01 -0.04 0.05
H 4.57962 -3.01608 2.96116 0.01 -0.04 0.02
H 4.16918 -0.68645 2.28037 0.08 -0.04 -0.01
C -3.76283 -2.81139 2.59615 0.13 0.08 -0.06
C -3.08430 -2.05342 3.70911 -0.12 -0.02 0.08
O -2.09988 -1.37565 3.50683 0.09 0.10 -0.14
C -3.69261 -2.17317 5.08039 0.14 0.10 0.02
H -3.23072 -2.64582 1.66157 0.01 -0.02 0.01
H -3.77430 -3.87877 2.82149 -0.08 0.00 0.02
H -4.79549 -2.47409 2.49137 -0.04 -0.05 0.04
H -3.69949 -3.21737 5.39679 -0.08 -0.01 -0.02
H -4.72344 -1.81646 5.06112 -0.03 -0.07 -0.01
H -3.11860 -1.58366 5.79060 0.00 0.00 0.00
```
Forces are in eV/Å.

=====

Below is a molecular structure, C61H45AsBaBr2NO4S2 at a distorted geometry, with properties calculated with ωB97M-V/def2-TZVPD.

Output
- gap between HOMO and LUMO (eV) = 6.21
- calculated total energy (eV) = -296954.1708
- energy above the lowest of the compared OMol25 structures with the same formula, charge and spin (eV) = 0.000
- charge = +1
- E_HOMO (eV) = -8.703
- LUMO energy (eV) = -2.49

The geometry in XYZ format:
```
117
Properties=species:S:1:pos:R:3:forces:R:3
Ba -0.27077 0.00053 1.11511 0.64 -0.54 0.01
C 3.46194 8.50347 -0.01326 0.01 0.01 0.02
C 2.92280 7.11714 -0.22009 -0.04 -0.05 0.00
C 1.85400 6.64970 0.54500 0.05 0.07 -0.04
C 1.35754 5.37062 0.37175 0.00 -0.10 0.09
C 1.94052 4.54868 -0.57881 -0.21 0.03 -0.13
C 3.01802 4.97445 -1.33739 0.03 0.03 -0.07
C 3.49979 6.26153 -1.15703 -0.04 -0.01 0.00
S 1.31456 2.89877 -0.82424 0.32 0.19 -0.26
O 0.45073 2.63020 0.36974 -0.38 -0.57 0.45
C 0.25125 3.08125 -2.26307 0.00 0.15 -0.08
C 0.80560 2.46859 -3.40765 0.02 -0.07 -0.10
C 0.13081 2.47376 -4.59273 0.03 0.00 0.06
C -1.14316 3.07646 -4.68416 -0.05 0.05 0.13
C -1.87669 3.07078 -5.89556 -0.05 0.01 -0.03
C -3.11076 3.64861 -5.96406 0.07 -0.05 -0.05
C -3.67173 4.26016 -4.82321 -0.02 0.04 0.09
C -2.99198 4.28210 -3.64038 -0.06 0.04 -0.03
C -1.70732 3.68944 -3.53351 0.08 -0.10 -0.15
C -0.98348 3.69010 -2.30551 0.11 -0.14 0.04
C -1.59863 4.37919 -1.13731 -0.04 -0.04 0.15
C -1.49207 5.79732 -1.04417 -0.05 0.07 0.19
C -0.78400 6.56190 -2.00130 0.06 0.10 -0.05
C -0.67709 7.91717 -1.86651 0.04 -0.09 -0.08
C -1.27052 8.57689 -0.77247 -0.08 0.00 0.12
C -1.96140 7.86500 0.16774 0.05 0.09 -0.06
C -2.09111 6.46098 0.05731 0.06 -0.05 -0.10
C -2.79320 5.70802 1.03048 -0.02 -0.12 -0.01
C -2.90190 4.35406 0.91837 -0.05 0.08 0.07
C -2.30789 3.70228 -0.17842 -0.04 0.07 -0.32
S -2.41700 1.92015 -0.25928 -0.12 0.15 -0.32
O -2.48617 1.50757 1.18842 0.02 -0.03 0.46
C -4.04366 1.62877 -0.90870 0.04 0.22 -0.19
C -5.14587 1.58152 -0.07030 0.01 0.05 0.08
C -6.39850 1.37663 -0.62187 0.01 0.05 -0.01
C -6.56414 1.24296 -2.00063 0.01 -0.01 -0.02
C -7.93737 1.09042 -2.59060 0.01 -0.04 0.01
C -5.43696 1.27643 -2.81851 -0.02 -0.04 0.05
C -4.17398 1.45452 -2.27852 0.03 0.00 0.02
H 2.67366 9.19004 0.29353 0.00 0.00 0.00
H 3.92338 8.88942 -0.92093 0.00 0.00 -0.01
H 4.22225 8.50366 0.77014 0.00 0.01 0.00
H 1.40028 7.30265 1.28079 -0.01 0.00 0.01
H 0.53706 4.99576 0.97023 -0.02 0.02 0.00
H 3.47739 4.31274 -2.06250 0.01 0.00 -0.01
H 4.33966 6.60408 -1.74815 0.01 0.01 -0.01
H 1.76988 1.98145 -3.32626 0.01 0.00 -0.02
H 0.55867 2.00487 -5.46952 0.00 -0.01 -0.01
H -1.43559 2.60165 -6.76590 0.00 0.00 -0.01
H -3.66310 3.64567 -6.89423 0.00 -0.01 -0.01
H -4.65196 4.71300 -4.89053 -0.01 0.01 0.01
H -3.43385 4.74775 -2.76887 -0.02 0.00 -0.02
H -0.31565 6.06403 -2.84096 -0.01 0.00 0.00
H -0.13144 8.49089 -2.60394 0.00 0.00 -0.01
H -1.18251 9.65158 -0.68397 0.00 0.01 0.01
H -2.42381 8.36552 1.00935 0.00 0.01 0.01
H -3.24284 6.22542 1.86864 0.00 0.00 0.01
H -3.41365 3.76288 1.66546 -0.01 0.01 0.01
H -5.01556 1.69883 0.99812 -0.02 -0.01 -0.02
H -7.26630 1.33932 0.02532 -0.01 -0.02 0.01
H -8.58216 0.49895 -1.94088 0.00 0.00 -0.01
H -7.89594 0.61225 -3.56771 0.00 -0.02 -0.02
H -8.40800 2.06741 -2.71811 0.00 0.00 0.00
H -5.54768 1.15178 -3.88820 0.00 -0.02 -0.02
H -3.29902 1.46625 -2.91751 0.00 -0.04 0.00
Br 1.37339 -5.04145 0.40562 0.02 0.00 -0.01
C 2.59121 -3.59403 0.38288 -0.27 0.13 0.08
C 3.87785 -3.80728 -0.10830 0.11 -0.03 -0.05
C 4.78074 -2.78391 -0.15055 0.03 -0.06 -0.03
Br 6.52088 -3.12554 -0.83006 -0.04 0.01 0.03
C 4.41696 -1.49470 0.29647 -0.08 -0.01 0.04
C 5.30090 -0.39534 0.30355 -0.04 0.12 0.04
C 4.87453 0.82342 0.75175 0.10 -0.05 -0.04
C 3.54546 0.95292 1.17496 -0.13 0.01 0.00
N 2.69058 -0.04329 1.18222 -0.47 0.04 0.02
C 3.09204 -1.27652 0.77514 0.39 -0.15 -0.08
C 2.12949 -2.36131 0.85670 0.22 -0.33 -0.09
O 0.94900 -2.19363 1.32807 -0.29 0.60 0.05
H 4.15230 -4.79462 -0.45274 0.02 0.01 -0.01
H 6.31560 -0.53683 -0.04163 0.01 0.01 0.00
H 5.53560 1.67801 0.78250 0.02 0.00 -0.01
H 3.17274 1.91315 1.51970 0.00 0.02 0.00
O -1.99248 -1.30794 -0.36929 0.63 0.99 0.49
As -3.26408 -2.33619 -0.21373 -0.50 -0.73 -0.47
C -4.48224 -2.02991 1.23404 0.05 0.02 0.04
C -5.46379 -2.99020 1.46779 0.00 -0.05 0.04
C -6.32999 -2.83917 2.53888 0.01 0.02 -0.01
C -6.19811 -1.74740 3.38860 0.01 0.01 0.00
C -5.20553 -0.80425 3.16590 -0.01 -0.02 -0.02
C -4.34541 -0.94185 2.08378 0.00 0.10 -0.10
C -2.67283 -4.12996 0.09815 -0.15 -0.07 -0.07
C -2.61812 -5.05932 -0.93434 0.02 0.04 -0.03
C -2.21266 -6.35798 -0.66554 0.01 -0.03 0.04
C -1.87403 -6.72535 0.62974 0.01 0.01 -0.05
C -1.92471 -5.79412 1.65725 0.00 0.05 0.03
C -2.32582 -4.49412 1.39414 0.05 -0.03 0.02
C -4.20419 -2.29464 -1.89288 -0.06 -0.06 0.14
C -5.57568 -2.49310 -1.99348 0.02 -0.05 0.04
C -6.17314 -2.53981 -3.24508 -0.01 0.06 -0.01
C -5.40482 -2.37007 -4.38844 0.01 0.02 0.01
C -4.03786 -2.14562 -4.28450 -0.03 -0.02 -0.01
C -3.43436 -2.11164 -3.03683 0.08 0.06 0.04
H -5.53750 -3.86923 0.83662 0.00 0.01 0.01
H -7.09674 -3.58050 2.71923 0.00 0.00 0.01
H -6.86731 -1.63839 4.23156 -0.01 0.00 0.01
H -5.09807 0.04072 3.83348 -0.01 0.01 0.01
H -3.59587 -0.18564 1.87779 -0.05 -0.06 0.06
H -2.89028 -4.77912 -1.94505 -0.02 0.01 0.01
H -2.16608 -7.08249 -1.46734 0.00 -0.01 0.00
H -1.56330 -7.74032 0.83907 0.00 -0.01 0.00
H -1.64534 -6.07653 2.66302 0.01 -0.01 0.01
H -2.36538 -3.77022 2.20076 -0.01 -0.03 -0.01
H -6.18077 -2.61652 -1.10396 -0.01 0.00 -0.01
H -7.23777 -2.71355 -3.32675 -0.02 0.01 0.00
H -5.87070 -2.41546 -5.36419 -0.01 0.00 0.00
H -3.44048 -2.01267 -5.17686 0.01 0.01 0.00
H -2.36885 -1.93749 -2.94048 -0.01 -0.01 -0.02
```
Forces are in eV/Å.

=====

What is the E_HOMO in the first record? -9.098 eV